{"formula": "C26H54F4O11P2S", "method": "ωB97M-V with the def2-TZVPD basis set", "homo_lumo_gap_ev": 8.421, "e_homo_ha": -0.288, "max_force_ev_per_a": 0.5, "elements": ["C", "C", "C", "C", "O", "P", "F", "C", "C", "C", "F", "F", "F", "C", "S", "C", "C", "P", "O", "O", "H", "H", "H", "H", "H", "H", "H", "H", "H", "H", "H", "H", "H", "H", "H", "H", "H", "H", "H", "H", "H", "H", "C", "C", "O", "C", "C", "O", "H", "H", "H", "H", "H", "H", "H", "H", "C", "C", "O", "C", "C", "O", "H", "H", "H", "H", "H", "H", "H", "H", "C", "C", "O", "C", "C", "O", "H", "H", "H", "H", "H", "H", "H", "H", "C", "C", "O", "C", "C", "O", "H", "H", "H", "H", "H", "H", "H", "H"], "positions_angstrom": [[-0.083852, 1.049197, 3.801549], [-1.151855, 0.866922, 2.721863], [-0.653797, 0.723671, 1.263504], [0.835971, 0.893867, 1.026013], [1.600633, -0.237781, 1.486622], [1.871270, -1.587295, 0.660901], [2.309403, -0.650454, -0.705856], [0.640895, -2.404380, -0.448148], [1.264792, -3.118691, -1.655283], [1.430812, -4.619322, -1.486399], [1.333465, -5.026571, -0.209382], [2.626095, -5.048008, -1.939795], [0.491123, -5.302504, -2.177350], [3.571020, -2.286925, 0.648600], [4.727862, -1.161941, 1.455974], [6.255158, -1.958169, 0.909691], [6.434831, -3.402371, 1.353417], [1.309960, -2.851269, 2.471393], [-0.237594, -2.280865, 2.648199], [2.105905, -1.969030, 3.617733], [0.727281, 0.327644, 3.707327], [-0.527727, 0.915013, 4.788595], [0.342526, 2.055655, 3.795643], [-1.835690, 1.719888, 2.769436], [-1.748054, -0.012094, 2.969680], [-1.137467, 1.476058, 0.630642], [-0.962043, -0.247446, 0.865213], [1.217086, 1.742269, 1.595631], [1.063384, 1.068062, -0.024456], [0.012387, -1.594864, -0.820574], [-0.000442, -3.070125, 0.129127], [0.641415, -2.969787, -2.536342], [2.245446, -2.713969, -1.899583], [3.872641, -2.415577, -0.393667], [3.557026, -3.263538, 1.140607], [6.313363, -1.865166, -0.177735], [7.040373, -1.324296, 1.328974], [6.025885, -3.560912, 2.353559], [5.935515, -4.098235, 0.676154], [7.493661, -3.668410, 1.377753], [-0.794360, -2.953093, 3.058924], [2.562332, -2.534693, 4.251557], [-0.950334, 5.043284, 7.242664], [-1.228629, 3.652582, 7.763491], [-0.377668, 2.661937, 7.164997], [0.865706, 2.397341, 7.614306], [1.495588, 3.300963, 8.650303], [1.458598, 1.466298, 7.141456], [0.054286, 5.385027, 7.496274], [-1.676598, 5.743252, 7.653507], [-1.059566, 5.059877, 6.158996], [-1.165749, 3.597138, 8.851296], [-2.232949, 3.345742, 7.477842], [2.077186, 4.057248, 8.121531], [2.182070, 2.699804, 9.239910], [0.791324, 3.807102, 9.303150], [-3.978876, 9.382186, 4.558082], [-3.106590, 8.198292, 4.201207], [-3.130585, 7.182453, 5.213612], [-4.101100, 6.245345, 5.289486], [-5.304572, 6.330741, 4.382050], [-3.990480, 5.384472, 6.119546], [-5.031266, 9.104347, 4.616985], [-3.875283, 10.160672, 3.801387], [-3.677267, 9.793768, 5.520879], [-3.368126, 7.775886, 3.230829], [-2.059840, 8.493651, 4.152971], [-6.086425, 6.872295, 4.916365], [-5.657593, 5.318566, 4.206499], [-5.129117, 6.829456, 3.434187], [-1.219067, -5.351988, -6.440072], [-0.008041, -6.038024, -7.028270], [0.937843, -5.077449, -7.528950], [1.816260, -4.428633, -6.734777], [1.769527, -4.641490, -5.240936], [2.581051, -3.656303, -7.246467], [-0.965984, -4.765513, -5.556970], [-1.979218, -6.079534, -6.153648], [-1.657961, -4.675677, -7.171244], [0.467838, -6.722764, -6.325986], [-0.278242, -6.615198, -7.911081], [1.117903, -3.875086, -4.818744], [2.771066, -4.491973, -4.847000], [1.398555, -5.611499, -4.925897], [-2.146179, -1.353526, -11.059116], [-2.618742, -0.522446, -9.885996], [-3.179168, -1.329040, -8.841208], [-2.420703, -1.944462, -7.909406], [-0.913609, -1.921293, -8.025050], [-2.977575, -2.541592, -7.026845], [-1.326741, -2.015676, -10.779604], [-1.796253, -0.700579, -11.859542], [-2.965542, -1.961520, -11.441885], [-1.826301, 0.114898, -9.493247], [-3.440020, 0.127986, -10.182361], [-0.596371, -2.823664, -8.551176], [-0.502335, -1.965575, -7.020303], [-0.504775, -1.062570, -8.547741]], "atomic_forces_ev_per_a": [[-0.036, -0.015, 0.052], [0.005, 0.056, 0.015], [0.026, 0.030, -0.072], [0.222, 0.215, 0.026], [-0.421, -0.241, 0.036], [0.151, 0.037, 0.101], [-0.024, -0.012, 0.001], [-0.061, -0.065, 0.036], [0.078, 0.020, -0.039], [-0.141, -0.030, 0.046], [0.110, 0.017, 0.000], [-0.003, 0.026, -0.045], [0.000, -0.026, 0.016], [-0.122, -0.108, -0.231], [-0.018, -0.050, 0.068], [0.121, 0.181, -0.053], [-0.043, -0.139, 0.052], [0.045, 0.247, 0.161], [-0.068, -0.155, -0.097], [0.127, -0.179, -0.062], [-0.043, 0.017, 0.012], [0.024, 0.034, -0.007], [0.039, -0.044, -0.075], [-0.023, -0.061, 0.020], [0.034, -0.003, -0.019], [-0.020, -0.041, 0.036], [0.031, 0.028, 0.003], [0.044, -0.049, -0.013], [-0.067, -0.037, -0.017], [0.040, 0.046, 0.067], [0.003, 0.012, -0.080], [0.011, -0.051, 0.002], [-0.056, 0.078, 0.027], [0.049, 0.014, 0.052], [0.014, 0.062, 0.014], [0.073, -0.031, 0.041], [-0.039, -0.036, -0.014], [0.059, 0.056, -0.008], [-0.012, 0.044, 0.036], [-0.039, -0.006, -0.063], [0.053, 0.119, -0.003], [-0.129, 0.058, -0.036], [0.076, 0.033, -0.056], [-0.044, 0.034, -0.039], [0.002, -0.062, 0.077], [-0.044, -0.007, -0.073], [-0.005, -0.037, -0.001], [0.024, 0.038, 0.040], [-0.010, -0.024, 0.039], [-0.008, -0.002, -0.006], [0.000, 0.014, 0.003], [0.011, -0.009, 0.000], [-0.001, 0.023, 0.002], [-0.006, 0.008, 0.003], [0.011, 0.004, -0.014], [-0.007, 0.002, 0.005], [-0.005, -0.011, 0.029], [0.001, 0.007, 0.018], [-0.022, -0.061, -0.059], [0.063, 0.032, 0.072], [0.022, -0.025, 0.002], [-0.053, -0.003, -0.017], [0.006, 0.005, -0.014], [0.005, 0.004, 0.001], [-0.008, 0.004, -0.002], [0.000, -0.014, -0.003], [-0.013, 0.017, -0.002], [-0.001, 0.006, -0.007], [-0.008, 0.002, 0.015], [0.007, 0.004, -0.012], [-0.050, 0.014, -0.035], [-0.043, 0.067, 0.005], [0.117, -0.080, 0.001], [-0.093, 0.064, -0.046], [0.070, -0.045, -0.010], [-0.018, -0.017, 0.031], [-0.006, -0.025, 0.009], [0.032, -0.038, -0.006], [-0.054, -0.014, 0.051], [0.051, 0.024, 0.003], [-0.024, -0.005, 0.021], [-0.005, -0.007, 0.011], [-0.004, 0.041, -0.017], [-0.021, -0.008, -0.001], [-0.011, -0.030, 0.013], [-0.008, -0.015, -0.014], [0.045, 0.038, 0.071], [0.022, -0.060, -0.028], [-0.057, 0.025, 0.010], [0.012, 0.055, -0.036], [0.004, 0.016, -0.004], [-0.004, 0.002, -0.003], [0.007, -0.003, -0.004], [0.003, 0.001, 0.015], [0.010, -0.008, -0.017], [0.026, 0.006, 0.002], [0.005, -0.011, -0.002], [0.007, 0.010, -0.002]]}